# 1
Computed, not measured: one molecule with the formula C5H8S3, with ωB97M-V/def2-TZVPD.

The geometry in XYZ format:
```
16
Properties=species:S:1:pos:R:3:forces:R:3
C -2.508936 0.343235 1.202062 1.211 -1.381 -0.707
C -2.001242 -0.192692 -0.153153 -0.581 0.612 -0.248
C -2.890202 -1.322139 -0.684719 -0.508 1.054 1.352
C 0.678143 0.589535 -0.142153 -0.307 -0.293 0.274
C 2.134370 0.318482 -0.044081 0.420 -0.784 -0.144
H -1.828506 1.129984 1.523586 -0.234 -0.094 0.409
H -3.498440 0.706492 1.050601 -0.795 0.474 0.061
H -2.541621 -0.539941 1.860298 0.054 0.652 0.275
H -1.995996 0.655020 -0.850760 0.163 -0.278 -0.053
H -3.926960 -0.970099 -0.751194 0.201 -0.011 -0.036
H -2.880209 -2.131123 0.026629 -0.032 -0.519 0.232
H -2.584301 -1.675609 -1.623034 0.471 -0.484 -1.353
H 2.738904 1.196907 -0.191443 0.072 0.408 0.016
S -0.319017 -0.842191 -0.065151 0.373 0.379 -0.015
S 0.197974 2.146122 -0.261975 -0.018 -0.180 -0.046
S 2.873814 -1.103316 0.195099 -0.491 0.445 -0.018
```
Forces are in eV/Å.

Summary:
LUMO level	-1.79	eV
HOMO level	-8.99	eV
frontier orbital gap	7.2021	eV
energy	-37819.466	eV
energy relative to the best compared isomer or geometry (same formula, charge and spin)	67.69	kJ/mol
charge	0

Mulliken charges in e: -1.12 0.28 -1.55 0.44 -0.39 0.33 0.36 0.30 0.35 0.38 0.38 0.44 0.31 -0.08 -0.24 -0.20

# 2
Computed, not measured: C15H34Cl2F6NPPdSSi4Te as an isolated structure, with ωB97M-V/def2-TZVPD.

The geometry in XYZ format:
```
66
Properties=species:S:1:pos:R:3:forces:R:3
Pd -1.818608 -0.306620 0.703798 -0.072 0.161 -0.840
F 1.086182 0.417357 -0.340783 -0.023 0.007 0.028
P 0.312829 1.322535 -1.370675 -0.282 -0.295 0.105
F 0.757497 0.448458 -2.604300 0.128 0.017 -0.027
F 1.480532 2.365842 -1.496200 0.019 0.072 0.043
F -0.399839 2.140267 -0.167647 -0.012 -0.002 -0.064
F -1.061302 0.220647 -1.228678 0.030 0.140 0.120
F -0.619925 2.222619 -2.424592 -0.256 0.346 0.081
S -0.396222 -2.068848 0.832033 0.051 0.016 0.166
C -0.639847 -2.946371 -0.650997 0.040 -0.024 -0.063
N 0.420581 -3.687853 -1.048808 0.013 0.039 0.011
C 0.412232 -4.504611 -2.122329 -0.005 -0.001 0.005
C -0.709444 -4.591035 -2.900634 -0.018 0.014 0.012
C -1.819911 -3.826120 -2.542667 0.012 -0.025 -0.027
C -1.791303 -3.013186 -1.425080 -0.016 0.035 0.067
H 1.273704 -3.628599 -0.501899 -0.003 0.009 -0.008
H 1.323401 -5.054171 -2.310282 -0.002 -0.007 0.003
H -0.720863 -5.242907 -3.760881 -0.001 -0.004 -0.003
H -2.723601 -3.886792 -3.134757 -0.003 0.003 -0.001
H -2.663902 -2.450948 -1.124611 0.009 -0.018 0.001
Cl -2.561932 -0.840320 2.817361 -0.134 -0.017 0.216
C -1.128575 -0.560933 3.942745 -0.018 -0.028 -0.018
Cl -0.004645 0.570256 3.253893 -0.029 -0.006 0.041
H -0.676498 -1.536327 4.083616 0.015 0.018 -0.018
H -1.586228 -0.171063 4.845650 0.021 -0.011 0.005
C -5.274811 2.209951 -3.427731 -0.070 -0.036 0.074
Si -5.089634 3.779495 -2.450503 0.345 0.050 -0.227
C -6.465085 4.193192 -1.263734 0.017 0.008 0.056
C -4.608851 5.227777 -3.508516 -0.147 -0.002 -0.049
Si -3.293289 3.482821 -0.755249 -0.271 0.075 0.119
Te -4.083911 1.450214 0.251025 0.445 -0.211 0.334
Si -2.323315 5.223661 0.755088 -0.044 -0.002 -0.027
C -0.474405 5.148505 0.796068 0.002 -0.032 -0.044
C -2.995375 6.717330 -0.124542 -0.040 0.020 0.058
C -3.167222 4.828590 2.361474 0.051 0.012 0.004
Si 0.022319 4.156382 -4.126231 0.173 -0.360 -0.087
C -0.819150 5.729470 -3.734806 0.048 -0.022 0.105
C 1.819562 4.064698 -3.871824 0.045 0.095 -0.199
C -0.777001 2.992720 -5.284441 0.064 0.094 -0.137
H -6.305431 2.137133 -3.785367 0.000 0.017 -0.028
H -5.066822 1.307366 -2.853149 -0.033 -0.009 -0.003
H -4.623986 2.217902 -4.302679 0.033 -0.009 0.017
H -7.395424 3.926709 -1.777073 -0.016 0.016 0.005
H -6.498113 5.264679 -1.062543 0.021 0.004 0.023
H -6.460046 3.657380 -0.315676 -0.025 -0.023 -0.008
H -5.494516 5.546785 -4.067897 -0.010 -0.007 -0.002
H -3.854172 4.960085 -4.247956 0.019 0.010 0.006
H -4.279227 6.089504 -2.927642 0.025 0.005 -0.005
H -0.032977 5.651433 -0.065226 -0.001 -0.029 -0.026
H -0.077080 4.139157 0.857892 0.013 -0.007 0.035
H -0.149197 5.690432 1.689467 -0.025 0.034 -0.004
H -2.712967 6.741980 -1.178120 0.026 0.020 0.003
H -2.581842 7.616678 0.341949 0.001 -0.002 0.022
H -4.081883 6.788037 -0.046197 -0.004 -0.006 -0.036
H -3.025629 3.790691 2.663974 0.023 -0.004 0.020
H -4.234317 5.051746 2.334915 -0.013 -0.038 -0.015
H -2.718184 5.457268 3.136644 -0.026 0.024 0.005
H -0.351655 6.282841 -2.921755 -0.001 -0.009 0.016
H -1.897180 5.675353 -3.606300 -0.009 -0.050 0.016
H -0.645305 6.312259 -4.654884 -0.019 0.040 0.021
H 2.197889 4.837851 -3.205397 -0.013 -0.051 0.073
H 2.249147 4.247160 -4.868262 0.018 0.017 0.014
H 2.168778 3.085221 -3.554827 -0.018 -0.020 -0.019
H -1.824471 3.218665 -5.477151 -0.021 -0.026 0.053
H -0.660645 1.960018 -4.958010 0.003 -0.006 0.016
H -0.236893 3.089183 -6.235084 -0.030 -0.019 -0.015
```
Forces are in eV/Å.

Summary:
LUMO level (alpha / beta)	-10.16 / -11.07	eV
HOMO level (alpha / beta)	-16.55 / -16.55	eV
frontier orbital gap (alpha / beta)	6.3914 / 5.4781	eV
energy	-121335.801	eV
energy relative to the best compared isomer or geometry (same formula, charge and spin)	168.64	kJ/mol
charge	+3
multiplicity	2

Mulliken charges in e: 0.46 -0.36 1.52 -0.37 -0.34 -0.30 -0.28 -0.45 -0.42 0.48 -0.05 -0.20 -0.63 -0.34 -0.32 0.25 0.45 0.43 0.43 0.50 0.02 -0.39 -0.03 0.40 0.36 -0.97 0.38 -1.03 -1.01 0.21 0.11 0.32 -0.81 -0.99 -1.06 0.49 -0.62 -0.95 -0.91 0.38 0.31 0.27 0.39 0.33 0.39 0.45 0.22 0.35 0.27 0.23 0.40 0.20 0.45 0.36 0.33 0.34 0.40 0.35 -0.05 0.47 0.37 0.41 0.35 0.29 0.35 0.42

# 3
Computed, not measured: one molecule with the formula CH2N4O2, with ωB97M-V/def2-TZVPD.

The geometry in XYZ format:
```
9
Properties=species:S:1:pos:R:3:forces:R:3
C -1.474680 1.228714 1.420024 1.268 -1.682 -5.431
N -1.876132 1.096171 2.473498 -0.373 0.364 1.790
N -0.095655 -0.076274 -0.142907 3.302 2.156 -1.495
N -0.992467 0.967277 0.054618 -0.944 0.125 4.293
N -1.644470 1.635422 -0.943718 0.723 0.170 1.293
O -2.527428 2.293251 -0.539192 -2.754 1.976 0.698
O -1.244847 1.556115 -2.050454 1.155 -0.995 -2.272
H -0.255712 -0.390313 -1.132440 0.118 0.181 1.152
H 0.883812 0.499610 -0.197624 -2.496 -2.296 -0.029
```
Forces are in eV/Å.

Summary:
LUMO level	0.11	eV
HOMO level	-10.90	eV
frontier orbital gap	11.0121	eV
energy	-11118.609	eV
energy relative to the best compared isomer or geometry (same formula, charge and spin)	483.55	kJ/mol
charge	0

Mulliken charges in e: 0.23 -0.30 -0.73 0.20 1.21 -0.61 -0.64 0.33 0.30

# 4
Computed, not measured: one molecule with the formula C19H29N3O6S, with ωB97M-V/def2-TZVPD.

The geometry in XYZ format:
```
58
Properties=species:S:1:pos:R:3:forces:R:3
C 5.352753 3.109305 -0.481239 0.053 -0.462 0.027
C 6.104704 1.803432 -0.654595 0.373 0.336 -0.196
H 6.406350 1.647442 -1.696131 0.001 0.008 0.175
H 7.006126 1.775030 -0.033004 -0.105 -0.025 -0.127
O 5.242874 0.732330 -0.259692 -0.350 0.254 0.127
C 5.724122 -0.504716 -0.394883 0.108 -0.644 0.048
O 6.818043 -0.748231 -0.831747 0.134 0.068 -0.059
C 4.717100 -1.563427 0.023060 0.145 0.143 -0.052
C 3.606533 -1.650404 -1.040249 -0.056 0.159 0.043
H 4.021393 -1.450477 -2.029644 -0.068 -0.058 -0.030
H 3.198418 -2.661616 -1.054477 0.009 -0.013 -0.042
C 2.483079 -0.658042 -0.759679 -0.017 0.231 -0.475
N 1.855082 -0.949955 0.517204 0.236 -0.259 0.075
C 0.695200 -0.410142 0.962444 0.059 0.216 -0.418
O 0.274385 -0.671759 2.077439 -0.324 0.038 0.367
C -0.058095 0.494133 -0.009445 0.016 0.108 0.070
H 0.660989 0.985047 -0.670127 -0.054 -0.089 0.020
C -1.026837 -0.348152 -0.856768 0.030 -0.042 0.058
C -2.199973 -0.842116 -0.008895 0.173 -0.450 -0.466
N -2.897471 0.242220 0.644998 -0.725 0.610 -0.393
S -3.951228 1.079497 -0.341837 -0.619 -0.593 0.263
O -4.336660 2.280500 0.340133 0.180 -0.014 0.188
O -3.489790 1.195879 -1.700344 -0.037 -0.202 0.153
C -5.321882 -0.035715 -0.305773 -0.033 0.189 0.318
C -6.136431 -0.224765 0.781161 0.458 0.203 -0.402
O -7.069569 -1.126793 0.466960 0.298 0.631 0.847
N -6.889044 -1.540241 -0.815039 0.068 -0.472 -1.268
C -5.854536 -0.905737 -1.298815 -0.087 0.129 0.441
C -5.353499 -1.110831 -2.678253 -0.072 -0.138 -0.159
H -6.188831 -1.173832 -3.370393 -0.011 -0.003 -0.080
H -4.799233 -2.047009 -2.735698 0.066 -0.027 -0.047
H -4.695758 -0.289110 -2.948153 -0.046 -0.072 -0.114
C -6.103939 0.382643 2.126984 -0.172 -0.130 0.030
H -7.096926 0.366640 2.568444 -0.032 0.038 0.061
H -5.423405 -0.175500 2.769415 0.038 -0.036 0.058
H -5.735598 1.401887 2.040083 -0.060 0.007 0.079
C -2.037326 1.042046 1.491491 0.212 0.643 0.403
C -0.841693 1.596153 0.719394 0.074 -0.235 0.193
H -0.182308 2.124961 1.409460 -0.011 0.075 -0.024
H -1.210456 2.304716 -0.026859 0.078 0.065 0.006
H -2.647165 1.857148 1.881071 0.164 -0.026 0.132
H -1.691870 0.408223 2.310899 -0.144 0.094 -0.124
H -2.924435 -1.366255 -0.635879 0.109 -0.204 0.016
H -1.844596 -1.520498 0.772592 -0.132 0.003 -0.061
H -0.513768 -1.207826 -1.293339 0.011 -0.019 -0.051
H -1.424237 0.271694 -1.662131 0.133 -0.103 -0.004
C 2.652618 -1.728587 1.449938 0.094 -0.050 0.478
C 4.103461 -1.268228 1.401303 -0.136 -0.150 -0.010
H 4.130346 -0.195096 1.594360 -0.006 -0.036 0.071
H 4.674720 -1.768067 2.183184 0.016 0.038 0.032
H 2.578111 -2.796068 1.214943 -0.013 0.008 0.088
H 2.225941 -1.568930 2.442583 0.093 -0.125 -0.184
H 1.744909 -0.730977 -1.562560 0.064 0.076 0.048
H 2.899590 0.357461 -0.755572 -0.111 -0.103 -0.116
H 5.261341 -2.511545 0.037992 -0.002 0.179 -0.018
H 5.995972 3.938880 -0.758781 0.052 0.100 -0.027
H 5.045053 3.230652 0.554000 -0.032 0.075 0.093
H 4.467345 3.122704 -1.111531 -0.087 0.057 -0.063
```
Forces are in eV/Å.

Summary:
LUMO level	0.49	eV
HOMO level	-9.26	eV
frontier orbital gap	9.7477	eV
energy	-47763.781	eV
energy relative to the best compared isomer or geometry (same formula, charge and spin)	197.58	kJ/mol
charge	0

Mulliken charges in e: -1.19 -0.30 0.33 0.30 -0.18 -0.12 -0.62 0.77 -1.52 0.47 0.43 -0.32 0.27 -0.04 -0.70 0.41 0.80 -0.79 -1.25 0.29 1.38 -0.76 -0.72 0.78 0.06 -0.16 -0.68 0.31 -1.31 0.46 0.29 0.28 -1.23 0.43 0.26 0.33 -1.14 -1.12 0.46 0.42 0.53 0.41 0.29 0.59 0.56 0.39 -1.03 -0.84 0.24 0.45 0.26 0.56 0.51 0.19 0.50 0.41 0.30 0.29

# 5
Computed, not measured: a 2-piece molecular cluster, C4H15N2OS overall, with ωB97M-V/def2-TZVPD.

The geometry in XYZ format:
```
23
Properties=species:S:1:pos:R:3:forces:R:3
N -0.099309 2.010036 -0.102437 0.316 0.562 -0.281
C -0.525656 0.896353 -1.023997 0.140 -0.241 0.592
C 0.703758 0.082977 -1.350577 0.587 -0.225 -0.609
S 1.745684 1.052926 -2.523006 -0.397 0.028 0.322
C -1.618217 0.067446 -0.310504 1.454 0.539 1.130
N -1.319195 0.040932 1.157091 -0.773 -0.398 -0.765
C -1.089097 -1.310922 1.715543 0.367 -0.360 -0.412
H 0.368252 1.641787 0.724400 -0.249 -0.287 0.235
H -0.900221 2.559098 0.204109 -0.020 0.036 0.134
H 0.553199 2.632745 -0.587973 -0.011 -0.026 0.003
H -0.897520 1.433678 -1.885826 -0.238 -0.237 -0.447
H 1.289664 -0.208232 -0.468117 -0.283 0.157 -0.048
H 0.421313 -0.854488 -1.840221 -0.147 0.279 0.023
H 2.581809 0.063530 -2.807110 0.316 -0.159 -0.031
H -2.558948 0.579619 -0.439754 -0.520 -0.369 -0.440
H -1.516326 -0.938335 -0.715707 -0.794 0.082 -0.193
H -2.175994 0.357005 1.590290 0.151 0.267 0.220
H -0.212074 -1.276531 2.362115 -0.266 -0.246 0.141
H -0.889652 -2.049486 0.925775 0.194 0.357 0.092
H -1.973213 -1.704079 2.219318 0.140 0.206 0.300
H 3.052241 -2.244833 0.581305 0.201 0.084 0.229
H 2.715715 -1.121550 1.625495 0.181 -0.518 -0.308
O 2.343777 -1.709686 0.949779 -0.349 0.468 0.113
```
Forces are in eV/Å.

Summary:
LUMO level	-3.18	eV
HOMO level	-12.90	eV
frontier orbital gap	9.7217	eV
energy	-20247.529	eV
energy relative to the best compared isomer or geometry (same formula, charge and spin)	79.76	kJ/mol
charge	+1

Mulliken charges in e: -0.30 -0.19 -0.57 -0.21 -0.93 -0.31 -0.83 0.34 0.34 0.38 0.51 0.26 0.40 0.17 0.49 0.33 0.25 0.26 0.28 0.32 0.29 0.31 -0.61

# 6
Computed, not measured: C3H10N3 as an isolated structure, with ωB97M-V/def2-TZVPD.

The geometry in XYZ format:
```
16
Properties=species:S:1:pos:R:3:forces:R:3
C -0.014373 0.302619 -1.174402 -1.598 0.124 0.405
C -0.941624 0.583329 1.480369 4.866 -0.979 -0.569
C 1.608551 -1.401821 -1.847892 -1.357 0.700 2.141
N -2.136454 0.701740 1.913562 -1.796 0.788 2.031
N 0.188981 0.818610 2.259944 -2.558 -0.537 -2.577
N 0.552075 -0.372222 -2.087522 1.717 -0.670 -0.786
H -0.825758 0.986910 -1.556314 0.987 -0.331 0.026
H -0.365255 0.126847 0.238521 -0.684 1.153 0.260
H 1.646170 -1.459742 -0.715209 0.249 -0.419 -1.515
H 1.287100 -2.301118 -2.334937 -0.182 -0.644 0.100
H 2.548304 -1.122893 -2.264537 0.643 0.551 -0.236
H -2.942484 0.500876 1.289279 0.908 0.330 1.080
H 0.154091 0.997959 3.234955 0.262 0.344 0.776
H 1.068008 0.782518 1.743951 -0.399 -0.004 0.712
H 0.435797 -0.215044 -3.083012 -0.532 0.303 -0.073
H -2.263130 1.071434 2.903243 -0.524 -0.709 -1.774
```
Forces are in eV/Å.

Summary:
LUMO level	-3.22	eV
HOMO level	-12.83	eV
frontier orbital gap	9.6092	eV
energy	-7734.511	eV
energy relative to the best compared isomer or geometry (same formula, charge and spin)	362.19	kJ/mol
charge	+1

Mulliken charges in e: -0.10 0.20 -0.69 -0.32 -0.34 -0.10 0.26 0.02 0.25 0.30 0.30 0.25 0.20 0.22 0.29 0.26

> What is the energy in the second record?

-121335.801 eV

> energy of number 4 (C19H29N3O6S)?

-47763.781 eV

> Number 3 is which compound?

CH2N4O2

> Which value of energy does entry 6 give?

-7734.511 eV